a | Computed, not measured: one molecule with the formula C6H9N, with the ωB97M-V functional and the def2-TZVPD basis.

```
! RIJCOSX wB97M-V def2-TZVPD def2/J DEFGRID3
* xyz 0 1
N -0.086 1.373 0.302
C -1.492 -0.506 0.783
C 0.698 -0.779 -0.461
C -1.283 0.664 -0.263
C 1.638 -0.288 0.624
C -0.791 -0.663 -0.620
C 1.084 0.667 -0.378
H -2.006 1.210 -0.850
H 1.138 -1.485 -1.082
H -0.668 -0.417 1.606
H 1.443 -0.677 1.602
H -0.286 2.510 -0.005
H -2.339 -1.129 0.863
H 2.639 -0.420 0.115
H 1.734 1.215 -0.858
H -1.423 -1.275 -1.380
*
```

Computed properties:
M (g mol⁻¹): 95.14
Highest occupied orbital energy (eV): -8.5
E_LUMO (eV): 1.0
Kohn-Sham gap (hartree): 0.350

b | Computed, not measured: C6H9N as an isolated structure, with the ωB97M-V functional and the def2-TZVPD basis.

```
! RIJCOSX wB97M-V def2-TZVPD def2/J DEFGRID3
* xyz 0 1
N 0.665 -1.561 -0.179
C 1.735 0.513 0.755
C -1.406 -0.940 -0.704
C 0.574 -0.234 0.177
C -0.709 0.169 -0.133
C -1.287 1.540 0.045
C -0.697 -2.119 -0.680
H -0.566 2.259 0.451
H -1.644 1.944 -0.910
H 1.373 -2.201 0.181
H -2.148 1.524 0.724
H 1.473 1.558 0.940
H 2.603 0.512 0.082
H 0.385 -2.165 -1.372
H -2.418 -0.888 -1.092
H 2.066 0.090 1.713
*
```

Computed properties:
M (g mol⁻¹): 95.14
Highest occupied orbital energy (eV): -8.3
E_LUMO (eV): 0.9
Kohn-Sham gap (hartree): 0.340

b has the most favorable energy; the next structure is 40.1 kcal/mol above.

a | Computed, not measured: one molecule with the formula C6H9N, with the ωB97M-V functional and the def2-TZVPD basis.

```
! RIJCOSX wB97M-V def2-TZVPD def2/J DEFGRID3
* xyz 0 1
N -2.306 -0.009 -1.616
C -1.555 1.314 -1.196
C -0.256 -0.910 -0.483
C 0.808 -0.471 0.426
C -1.438 0.053 -0.422
C 1.654 -0.065 1.182
C 2.676 0.457 2.090
H 2.864 1.517 1.889
H -0.563 -1.935 -0.232
H 0.135 -0.927 -1.511
H 2.357 0.362 3.133
H -3.311 -0.004 -1.500
H 3.622 -0.083 1.975
H -1.992 -0.626 -2.359
H -0.703 1.354 -1.895
H -1.991 -0.029 0.518
*
```

Computed properties:
M (g mol⁻¹): 95.14
Highest occupied orbital energy (eV): -7.4
E_LUMO (eV): 0.8
Kohn-Sham gap (hartree): 0.299

b | Computed, not measured: one molecule with the formula C6H9N, with the ωB97M-V functional and the def2-TZVPD basis.

```
! RIJCOSX wB97M-V def2-TZVPD def2/J DEFGRID3
* xyz 0 1
N 0.002 -0.925 0.200
C -2.651 -0.236 0.040
C 0.745 1.165 0.039
C 2.557 -0.580 -0.245
C 1.133 -0.143 0.022
C -0.644 1.210 0.282
C -1.152 -0.059 0.361
H -3.270 -0.903 0.649
H 1.390 1.996 -0.196
H 2.927 -1.440 0.326
H -1.257 2.100 0.340
H -3.161 0.746 0.085
H 0.165 -1.907 0.419
H 2.728 -0.793 -1.308
H 3.212 0.265 0.006
H -2.761 -0.531 -1.010
*
```

Computed properties:
M (g mol⁻¹): 95.14
Highest occupied orbital energy (eV): -7.7
E_LUMO (eV): 1.0
Kohn-Sham gap (hartree): 0.323

c | Computed, not measured: C6H9N as an isolated structure, with the ωB97M-V functional and the def2-TZVPD basis.

```
! RIJCOSX wB97M-V def2-TZVPD def2/J DEFGRID3
* xyz 0 1
N -0.606 0.396 0.280
C -1.683 0.864 -0.512
C 0.841 0.661 -0.073
C 1.425 0.112 1.250
C -0.142 -1.042 0.144
C 0.660 -0.512 -1.082
C 0.764 -1.036 1.391
H -0.159 -0.161 -1.903
H -0.864 -1.854 0.021
H 1.545 -1.069 -1.444
H 1.154 1.653 -0.407
H 0.711 -1.708 2.247
H 2.054 0.639 1.965
H -1.712 1.966 -0.359
H -1.572 0.552 -1.806
H -2.587 0.433 -0.039
*
```

Computed properties:
M (g mol⁻¹): 95.14
Highest occupied orbital energy (eV): -8.3
E_LUMO (eV): 1.2
Kohn-Sham gap (hartree): 0.349

d | Computed, not measured: C6H9N as an isolated structure, with the ωB97M-V functional and the def2-TZVPD basis.

```
! RIJCOSX wB97M-V def2-TZVPD def2/J DEFGRID3
* xyz 0 1
N -0.586 0.013 -1.694
C 0.024 -1.272 -1.268
C -0.237 -0.890 0.220
C -0.842 0.311 -0.471
C 0.966 -0.590 1.080
C -1.508 1.533 0.079
C 1.924 0.258 0.713
H 1.873 0.786 -0.238
H 1.080 -1.365 -1.538
H 2.795 0.453 1.332
H 1.035 -1.100 2.039
H -1.007 2.440 -0.273
H -1.487 1.519 1.172
H -2.551 1.580 -0.252
H -0.951 -1.538 0.740
H -0.530 -2.139 -1.641
*
```

Computed properties:
M (g mol⁻¹): 95.14
Highest occupied orbital energy (eV): -9.6
E_LUMO (eV): 1.1
Kohn-Sham gap (hartree): 0.395

b has the most favorable energy; the next structure is 29.1 kcal/mol above.

a | Computed, not measured: one molecule with the formula C6H9N, with the ωB97M-V functional and the def2-TZVPD basis.

```
! RIJCOSX wB97M-V def2-TZVPD def2/J DEFGRID3
* xyz 0 1
N 2.794 -0.371 -0.132
C -2.118 0.745 0.241
C 1.410 -0.556 0.300
C 0.425 0.556 -0.042
C 1.988 -1.436 -0.735
C -0.975 0.054 -0.143
C -3.459 0.882 0.074
H -4.036 1.074 0.978
H -4.002 0.916 -0.864
H 3.447 -0.761 0.544
H 1.729 -1.279 -1.780
H 2.202 -2.471 -0.473
H -1.939 1.313 1.163
H 0.587 1.414 0.635
H 1.249 -1.012 1.278
H 0.697 0.932 -1.044
*
```

Computed properties:
M (g mol⁻¹): 95.14
Highest occupied orbital energy (spin up / spin down) (eV): -8.4 / -7.8
E_LUMO (spin up / spin down) (eV): -0.5 / -0.4
Kohn-Sham gap (spin up / spin down) (hartree): 0.287 / 0.274

b | Computed, not measured: C6H9N as an isolated structure, with the ωB97M-V functional and the def2-TZVPD basis.

```
! RIJCOSX wB97M-V def2-TZVPD def2/J DEFGRID3
* xyz 0 1
N -0.070 0.584 0.963
C -0.979 0.632 -1.701
C -0.124 -0.381 1.708
C 1.109 0.266 -0.410
C 0.496 1.010 -1.544
C -0.702 -0.963 2.901
C 0.150 -1.774 2.229
H 0.469 2.198 -1.466
H 0.954 -0.794 -0.648
H 1.030 0.743 -2.503
H -1.367 -0.828 3.738
H -1.537 1.338 -2.299
H -0.915 -0.279 -2.225
H 2.109 0.493 -0.072
H -1.348 0.411 -0.675
H 0.727 -2.656 2.004
*
```

Computed properties:
M (g mol⁻¹): 95.14
Highest occupied orbital energy (eV): -8.5
E_LUMO (eV): 1.1
Kohn-Sham gap (hartree): 0.350

b has the most favorable energy; the next structure is 21.2 kcal/mol above.

a | Computed, not measured: one molecule with the formula C6H9N, with the ωB97M-V functional and the def2-TZVPD basis.

```
! RIJCOSX wB97M-V def2-TZVPD def2/J DEFGRID3
* xyz 0 1
N -1.421 0.383 -0.124
C -0.368 0.760 0.793
C 0.430 -1.134 -0.451
C 0.975 0.221 0.009
C -0.947 -0.021 1.836
C 1.012 0.932 -1.249
C -0.884 -0.546 -0.914
H 1.828 0.309 0.691
H 0.315 -1.900 0.326
H -1.518 -1.021 -1.665
H -1.385 0.432 2.721
H -0.342 1.836 0.981
H 1.020 -1.565 -1.265
H -0.947 -1.102 1.786
H 1.163 2.011 -1.282
H 1.068 0.405 -2.192
*
```

Computed properties:
M (g mol⁻¹): 95.14
Highest occupied orbital energy (spin up / spin down) (eV): -7.7 / -8.0
E_LUMO (spin up / spin down) (eV): 0.3 / 0.3
Kohn-Sham gap (spin up / spin down) (hartree): 0.293 / 0.303

b | Computed, not measured: one molecule with the formula C6H9N, with the ωB97M-V functional and the def2-TZVPD basis.

```
! RIJCOSX wB97M-V def2-TZVPD def2/J DEFGRID3
* xyz 0 1
N -2.431 0.068 -0.654
C 0.101 -1.552 -1.055
C -1.092 -0.569 -0.387
C -1.194 0.773 -0.993
C 1.141 -0.924 -0.229
C 1.395 -0.119 0.639
C 1.752 0.863 1.650
H -2.770 0.460 0.241
H 1.358 0.597 2.636
H 1.375 1.861 1.393
H -1.073 0.770 -2.076
H 2.839 0.912 1.709
H 0.100 -2.644 -0.882
H 0.322 -1.414 -2.126
H -0.868 1.703 -0.527
H -0.955 -0.786 0.661
*
```

Computed properties:
M (g mol⁻¹): 95.14
Highest occupied orbital energy (eV): -8.9
E_LUMO (eV): 0.9
Kohn-Sham gap (hartree): 0.359

b has the most favorable energy; the next structure is 17.3 kcal/mol above.